Record 1
{
  "formula": "C5H7N",
  "method": "the ωB97M-V functional and the def2-TZVPD basis",
  "orbital_gap_ev": 8.00,
  "de_lowest_kj_mol": 365.00,
  "homo_ev": -8.33,
  "e_tot_ha": -249.33422,
  "elements": ["C", "H", "H", "H", "N", "C", "H", "H", "C", "H", "C", "C", "H"],
  "positions_angstrom": [[0.88170, 1.17393, -0.42939], [1.29653, 2.05452, -0.91304], [-2.21962, 0.90291, 0.52763], [1.89847, -0.38974, -1.54335], [-1.78723, 0.05558, 0.16204], [1.18844, -0.09573, -0.77144], [-0.70754, -0.51931, 1.87068], [1.11059, -1.63148, 0.73057], [0.00234, 1.24989, 0.74418], [-1.61720, 0.22047, -0.82722], [0.43034, -1.09136, 0.05940], [-0.49734, -0.16234, 0.85954], [-0.08702, -1.84766, -0.54328]],
  "forces_ev_per_angstrom": [[0.06, 0.01, -0.01], [-0.02, -0.15, 0.09], [-0.06, -0.13, -0.03], [-0.11, 0.05, 0.10], [-0.03, 0.08, -0.11], [-0.06, 0.08, 0.07], [0.07, 0.11, -0.15], [-0.09, 0.08, -0.10], [0.17, -0.24, -0.25], [-0.03, 0.01, 0.10], [0.00, 0.05, 0.01], [0.05, -0.07, 0.19], [0.06, 0.13, 0.08]]
}

Record 2
{
  "formula": "C5H7N",
  "method": "the ωB97M-V functional and the def2-TZVPD basis",
  "orbital_gap_ev": [8.66, 7.04],
  "de_lowest_kj_mol": 575.13,
  "homo_ev": [-8.87, -8.21],
  "e_tot_ha": -249.25418,
  "elements": ["C", "C", "C", "H", "N", "H", "C", "H", "H", "C", "H", "H", "H"],
  "positions_angstrom": [[-0.41348, 1.49078, 0.07782], [-0.73566, 0.05749, -0.02529], [2.02781, 0.91728, -0.24978], [-0.55560, 2.15391, 0.95378], [2.79229, 0.21733, 0.43044], [-1.48188, -0.18356, 0.82593], [1.74420, -0.51253, -0.44586], [0.60638, -1.01106, 1.29151], [2.09978, -1.07251, -1.37024], [0.41976, -0.91215, 0.24994], [-0.19116, 1.93467, -0.93475], [-1.18923, -0.23782, -1.04952], [0.06720, -1.89609, -0.05596]],
  "forces_ev_per_angstrom": [[0.98, 0.80, -1.97], [-2.14, -0.21, 0.79], [0.26, -0.52, 0.44], [0.15, -0.76, -0.69], [-0.36, 0.87, 0.02], [0.78, 0.22, -1.57], [-1.66, -1.20, -1.15], [0.17, 0.32, 1.05], [-0.47, 0.83, 1.37], [1.91, -1.09, -1.38], [-0.44, 0.10, 1.59], [0.65, 0.77, 1.69], [0.17, -0.14, -0.20]]
}

Record 3
{
  "formula": "C5H7N",
  "method": "the ωB97M-V functional and the def2-TZVPD basis",
  "orbital_gap_ev": 11.40,
  "de_lowest_kj_mol": 176.85,
  "homo_ev": -10.38,
  "e_tot_ha": -249.40588,
  "elements": ["H", "C", "H", "C", "H", "C", "C", "H", "H", "N", "H", "H", "C"],
  "positions_angstrom": [[-0.80372, 0.00146, 1.84097], [2.66909, 0.40522, -0.85499], [-1.23783, -1.53749, -0.23749], [-0.73581, 1.12688, -0.08904], [-0.41803, 2.10380, -0.41921], [-0.19993, -1.38898, -0.52408], [0.26181, -0.00436, -0.11771], [0.53327, 1.21668, 1.72395], [-1.75521, 0.88779, -0.34390], [1.56127, 0.25255, -0.52301], [0.41431, -2.15158, -0.04729], [-0.11473, -1.50736, -1.60358], [-0.17448, 0.59540, 1.19538]],
  "forces_ev_per_angstrom": [[-0.07, -0.11, -0.05], [-0.22, -0.01, 0.04], [-0.06, -0.02, 0.04], [0.18, 0.10, -0.11], [0.13, 0.02, 0.00], [0.05, 0.16, 0.08], [-1.02, -0.37, 0.35], [0.10, -0.01, -0.08], [-0.09, -0.13, -0.06], [1.01, 0.42, -0.30], [0.00, -0.03, 0.03], [-0.03, 0.01, -0.03], [0.03, -0.03, 0.07]]
}

Record 4
{
  "formula": "C5H7N",
  "method": "the ωB97M-V functional and the def2-TZVPD basis",
  "orbital_gap_ev": [6.93, 9.65],
  "de_lowest_kj_mol": 662.70,
  "homo_ev": [-7.22, -9.13],
  "e_tot_ha": -249.22083,
  "elements": ["H", "H", "C", "H", "H", "C", "C", "H", "H", "C", "H", "N", "C"],
  "positions_angstrom": [[-0.98566, 2.91008, 1.68302], [0.72970, 1.32221, -1.13885], [0.91892, 0.28268, -1.39843], [-1.36712, -1.21423, 0.71867], [0.29004, -1.75369, -1.12240], [0.14717, -0.72973, -0.79028], [-0.65607, 0.73839, 1.09438], [1.38628, -0.76245, 1.45124], [-0.53528, -0.13948, -1.54499], [-0.82759, 1.89428, 1.39187], [1.71481, 0.06454, -2.10816], [0.59984, -1.40098, 1.30017], [-0.41442, -0.67047, 0.72582]],
  "forces_ev_per_angstrom": [[0.02, -0.19, -0.08], [0.06, -0.21, -0.06], [2.04, 1.23, -0.17], [0.19, 0.10, 0.07], [0.01, 0.15, 0.08], [-1.71, -0.07, -0.44], [0.08, 0.42, 0.30], [-0.01, -0.12, 0.03], [-0.72, -1.08, 0.66], [0.07, -0.55, -0.11], [-0.16, 0.05, 0.18], [0.74, -0.22, 0.88], [-0.60, 0.51, -1.36]]
}

Record 5
{
  "formula": "C5H7N",
  "method": "the ωB97M-V functional and the def2-TZVPD basis",
  "orbital_gap_ev": [8.30, 8.30],
  "de_lowest_kj_mol": 489.20,
  "homo_ev": [-7.75, -7.75],
  "e_tot_ha": -249.28691,
  "elements": ["H", "H", "C", "H", "C", "N", "H", "C", "H", "H", "H", "C", "C"],
  "positions_angstrom": [[0.73639, 1.96364, 0.31845], [-3.94652, 0.60624, 0.17090], [-1.80880, 0.09705, -0.42317], [0.15277, -2.07707, 0.66455], [-2.94093, 0.40152, -0.12315], [0.52828, -0.07764, 0.17573], [-0.27288, -0.71328, -1.71952], [-0.47804, -0.32822, -0.73265], [2.15280, 1.12756, -0.35978], [1.80100, 1.02685, 1.37981], [1.87513, -1.71706, 0.04156], [1.35646, 1.07294, 0.38656], [0.84435, -1.38251, 0.22071]],
  "forces_ev_per_angstrom": [[-0.01, 0.05, -0.04], [0.19, 0.07, -0.10], [-0.48, -0.17, 0.13], [0.02, -0.02, 0.32], [0.45, -0.22, -0.07], [-0.09, -0.23, 0.09], [0.17, 0.20, -0.08], [-0.31, 0.32, -0.19], [0.06, 0.07, -0.04], [0.00, 0.00, 0.00], [-0.26, -0.01, -0.31], [0.08, 0.14, 0.04], [0.18, -0.21, 0.25]]
}

Record 6
{
  "formula": "C5H7N",
  "method": "the ωB97M-V functional and the def2-TZVPD basis",
  "smiles": "C1[C@@H]2[C@H]1[C@@H]1N[C@H]21",
  "orbital_gap_ev": 9.68,
  "de_lowest_kj_mol": 370.10,
  "homo_ev": -8.51,
  "e_tot_ha": -249.33227,
  "elements": ["C", "H", "C", "C", "C", "H", "H", "N", "C", "H", "H", "H", "H"],
  "positions_angstrom": [[0.51839, 0.29521, -0.91927], [1.07533, 0.48666, -1.82962], [1.12435, 0.05638, 0.50635], [-0.97554, 0.67325, -0.91582], [-0.04574, -0.75505, 0.85956], [0.42418, 0.61004, 2.35848], [-0.80631, -1.59986, -1.17789], [0.12734, 0.62795, 1.38960], [-0.56611, -0.71093, -0.60373], [2.14206, -0.19543, 0.81732], [-0.17067, -1.56342, 1.56755], [-1.38522, 0.81847, -1.91296], [-1.46206, 1.25673, -0.13957]],
  "forces_ev_per_angstrom": [[0.17, 0.07, -0.18], [-0.01, -0.40, 0.13], [0.00, 0.20, 0.00], [-0.04, 0.09, -0.08], [-0.15, -0.30, 0.15], [0.00, -0.35, 0.06], [-0.14, 0.13, 0.22], [-0.23, 0.09, 0.42], [-0.21, -0.13, -0.02], [-0.26, 0.58, -0.40], [0.23, -0.04, -0.18], [0.25, 0.03, 0.08], [0.37, 0.05, -0.18]]
}

Record 7
{
  "formula": "C5H7N",
  "method": "the ωB97M-V functional and the def2-TZVPD basis",
  "smiles": "C1[C@@H]2[C@H]1[C@@H]1N[C@H]21",
  "orbital_gap_ev": 9.99,
  "de_lowest_kj_mol": 575.03,
  "homo_ev": -8.98,
  "e_tot_ha": -249.25422,
  "elements": ["C", "H", "C", "H", "N", "H", "C", "H", "H", "C", "H", "H", "C"],
  "positions_angstrom": [[0.26310, -0.82875, -1.06702], [-1.62266, 0.30450, 1.73232], [0.81019, 0.53423, -0.81588], [1.57400, -0.49313, 0.82278], [1.72368, -0.36519, -0.17458], [-0.99515, 1.85603, -0.17071], [-0.72358, 0.04806, 1.17449], [1.23888, 1.21702, -1.54490], [1.27834, -1.45471, -0.94960], [-0.98752, -0.50364, -0.19283], [-1.97989, -0.84627, -0.48128], [0.06727, -0.33907, 1.81558], [-0.47324, 0.91505, -0.01786]],
  "forces_ev_per_angstrom": [[1.26, -0.07, 0.68], [0.17, -0.03, -0.14], [0.25, 0.53, 0.02], [-0.18, 0.11, -0.10], [-0.40, 0.69, 0.32], [0.08, -0.27, 0.01], [0.08, -0.11, 0.15], [-0.08, -0.02, 0.06], [-1.28, -0.91, -0.81], [-0.02, -0.27, -0.01], [0.32, 0.10, 0.02], [-0.11, 0.09, -0.10], [-0.09, 0.15, -0.10]]
}

Record 8
{
  "formula": "C5H7N",
  "method": "the ωB97M-V functional and the def2-TZVPD basis",
  "orbital_gap_ev": [7.79, 7.83],
  "de_lowest_kj_mol": 473.85,
  "homo_ev": [-7.05, -7.07],
  "e_tot_ha": -249.29276,
  "elements": ["H", "C", "C", "C", "H", "H", "H", "C", "H", "H", "N", "H", "C"],
  "positions_angstrom": [[-0.15487, -0.55806, -2.01249], [-1.87011, 0.23520, 0.58085], [0.48680, 0.85876, 0.21237], [-0.71452, -0.79388, -1.11786], [0.59753, 1.56309, -0.62203], [-2.76934, 0.14706, -0.01060], [0.27699, 1.45417, 1.10657], [1.72035, 0.08018, 0.35330], [-1.35623, -1.65907, -1.05377], [3.65624, -1.09597, 0.53167], [-0.71568, 0.04230, -0.08246], [-1.90768, 0.26041, 1.66225], [2.75052, -0.53420, 0.45220]],
  "forces_ev_per_angstrom": [[0.26, -0.10, 0.15], [-0.07, 0.02, 0.17], [-0.01, 0.08, -0.01], [0.08, 0.00, -0.15], [-0.03, -0.09, 0.14], [0.05, -0.29, 0.20], [-0.02, -0.18, -0.11], [0.41, -0.30, 0.04], [-0.11, 0.24, -0.17], [-0.18, 0.13, 0.00], [-0.15, -0.07, -0.17], [0.23, 0.33, -0.06], [-0.47, 0.24, -0.04]]
}

Record 9
{
  "formula": "C5H7N",
  "method": "the ωB97M-V functional and the def2-TZVPD basis",
  "smiles": "C1=C[C@@H]2N[C@@H]2C1",
  "orbital_gap_ev": 9.85,
  "de_lowest_kj_mol": 221.59,
  "homo_ev": -8.74,
  "e_tot_ha": -249.38884,
  "elements": ["H", "C", "C", "C", "H", "H", "C", "H", "N", "C", "H", "H", "H"],
  "positions_angstrom": [[1.05176, -0.29564, 1.48991], [0.68123, 1.16470, -0.06163], [1.15335, -0.20067, 0.39445], [-0.62281, 1.16027, -0.36171], [-0.99565, -0.64844, 1.48456], [1.35011, 2.00721, -0.14404], [0.08125, -1.07027, -0.23933], [0.44177, -1.78627, -0.98978], [-1.20419, -1.13842, 0.61183], [-1.10061, -0.24090, -0.51114], [-1.26598, 2.01489, -0.52926], [-1.76830, -0.51258, -1.32307], [2.19806, -0.45387, 0.17920]],
  "forces_ev_per_angstrom": [[0.25, 0.26, -0.28], [-0.13, 0.49, 0.23], [-0.08, 0.13, -0.23], [0.35, 0.28, -0.14], [-0.02, -0.14, -0.27], [-0.13, 0.36, 0.56], [-0.41, -0.56, 0.56], [-0.76, -0.50, 0.86], [1.04, -1.00, -0.25], [-0.04, 0.32, -0.43], [0.25, 0.07, -0.24], [0.00, 0.28, -0.02], [-0.32, 0.01, -0.33]]
}

Record 10
{
  "formula": "C5H7N",
  "method": "the ωB97M-V functional and the def2-TZVPD basis",
  "smiles": "C1=C[C@@H]2N[C@@H]2C1",
  "orbital_gap_ev": 9.91,
  "de_lowest_kj_mol": 448.70,
  "homo_ev": -8.82,
  "e_tot_ha": -249.30234,
  "elements": ["C", "C", "H", "H", "H", "H", "H", "H", "C", "C", "H", "C", "N"],
  "positions_angstrom": [[-0.21335, 1.38589, 0.60867], [-0.29067, -0.65775, -0.66098], [0.83326, 0.56613, 2.26617], [-0.49804, -1.87390, 1.00030], [1.45632, -1.92394, -0.81482], [0.29543, 0.96591, -1.62084], [-0.37278, 2.51064, 1.01295], [-1.60250, 1.32631, -1.06849], [0.28840, -0.97734, 0.63723], [0.38341, 0.47328, 1.24052], [-0.86217, -1.52443, -1.30802], [-0.50264, 0.84511, -0.80098], [1.08532, -1.11591, -0.49172]],
  "forces_ev_per_angstrom": [[-1.02, 4.70, -2.69], [-1.58, -2.87, -3.27], [-0.58, 0.05, -1.03], [2.96, 2.19, 0.26], [0.56, -3.15, -1.17], [-1.27, 1.47, 1.18], [0.54, -2.84, -1.38], [2.72, -1.91, -0.14], [-3.67, -0.76, 2.25], [2.18, -5.12, 5.64], [0.66, 2.67, 1.95], [-1.87, 1.42, -1.76], [0.38, 4.14, 0.16]]
}